A cluster of 2 separate species, H2N2O3 in total in a non-equilibrium geometry, computed with the ωB97M-V functional and the def2-TZVPD basis.

ΔE to the lowest compared entry with this formula, charge and spin	186.77	kJ/mol
frontier orbital gap (spin up / spin down)	0.375 / 0.301	Eh
E_HOMO (spin up / spin down)	-10.25 / -9.63	eV

Last column: Löwdin charge in e.
Element x y z (Å)
N 0.2344 1.0444 -0.4259  0.044
N -0.9647 -0.9273 0.7510  -0.226
O -1.6785 -1.4658 -0.0404  0.082
O -0.9471 -0.8911 1.9481  0.089
O 1.4742 0.5864 -0.7535  -0.071
H -0.3165 0.8616 -1.2385  0.031
H 2.1981 0.7918 -0.2407  0.050